2 unconnected molecules or ions with the total composition C21H29N7O2 at a distorted geometry, computed with ωB97M-V/def2-TZVPD.

Frontier orbital gap = 8.515 eV
HOMO level = -8.279 eV
Max |F| = 1.94 eV/Å
SMILES = CN(C)c1nccc(-c2c[nH]c3ncccc23)n1.CNC(=O)[C@@H](NC(C)=O)C(C)C

```
59
C21H29N7O2 ωB97M-V/def2-TZVPD
C -2.755 3.067 -0.126
N -1.443 2.816 -0.752
C -1.277 2.987 -2.208
C -0.370 2.397 0.026
N -0.546 2.310 1.342
C 0.487 1.926 2.078
C 1.683 1.580 1.500
C 1.797 1.669 0.126
C 3.059 1.306 -0.551
C 4.160 0.710 0.035
N 5.139 0.545 -0.940
C 4.697 1.020 -2.151
N 5.371 1.031 -3.305
C 4.731 1.553 -4.365
C 3.428 2.065 -4.287
C 2.744 2.043 -3.068
C 3.406 1.502 -1.969
N 0.761 2.086 -0.593
H -3.492 3.393 -0.866
H -2.673 3.849 0.636
H -3.131 2.152 0.344
H -2.204 3.334 -2.676
H -1.000 2.036 -2.675
H -0.497 3.727 -2.419
H 0.379 1.868 3.157
H 2.505 1.261 2.125
H 4.252 0.412 1.076
H 6.058 0.133 -0.807
H 5.246 1.580 -5.321
H 2.960 2.475 -5.175
H 1.735 2.432 -2.971
C -3.816 0.543 3.071
N -2.677 -0.248 2.611
C -2.763 -1.490 2.115
O -3.835 -2.080 1.991
C -1.452 -2.159 1.681
N -1.662 -3.585 1.369
C -0.810 -4.564 1.665
C -1.236 -5.960 1.281
O 0.266 -4.380 2.220
C -0.810 -1.389 0.504
C 0.541 -1.966 0.066
C -1.724 -1.262 -0.721
H -4.263 1.068 2.227
H -3.487 1.270 3.815
H -4.569 -0.110 3.517
H -1.771 0.196 2.614
H -0.768 -2.091 2.527
H -2.559 -3.834 0.982
H -2.182 -6.193 1.765
H -1.347 -6.013 0.199
H -0.472 -6.664 1.607
H -0.609 -0.383 0.859
H 1.010 -1.297 -0.657
H 1.198 -2.062 0.930
H 0.410 -2.945 -0.393
H -1.230 -0.652 -1.478
H -1.936 -2.246 -1.136
H -2.660 -0.773 -0.451
```

Löwdin charges in e: -0.0536, -0.1408, -0.0591, -0.3774, 0.1184, -0.1400, -0.0300, -0.2247, -0.0936, -0.0092, 0.1029, -0.2972, 0.1168, -0.1406, -0.0693, 0.0004, -0.1104, 0.1967, 0.0801, 0.0813, 0.0620, 0.0791, 0.0748, 0.0786, 0.1121, 0.1013, 0.1238, 0.1602, 0.1000, 0.0952, 0.0892, -0.0493, 0.0337, -0.4601, 0.0476, -0.1762, 0.1196, -0.5618, 0.0017, 0.0326, -0.3667, -0.0553, -0.0464, 0.0719, 0.0853, 0.0866, 0.1085, 0.1548, 0.1416, 0.0824, 0.0812, 0.0837, 0.0944, 0.0720, 0.0800, 0.0808, 0.0737, 0.0818, 0.0748

***

2 unconnected molecules or ions with the total composition C7H8S at a distorted geometry, computed with ωB97M-V/def2-TZVPD.

Frontier orbital gap (alpha / beta) = 9.019 / 5.336 eV
HOMO level (alpha / beta) = -9.261 / -7.868 eV
Max |F| = 3.11 eV/Å
ΔE to the lowest compared entry with this formula, charge and spin = 6.769 eV

```
16
C7H8S ωB97M-V/def2-TZVPD
C 0.381 1.699 -0.173
C 1.081 0.665 0.725
C 0.011 0.761 -1.329
C 0.195 -0.665 0.701
C 1.550 -0.561 0.044
C -0.550 -0.493 -0.631
C 0.747 -0.445 -1.340
S -3.487 -1.829 0.768
H -0.434 2.132 0.424
H 1.079 2.601 -0.393
H 1.636 1.044 1.626
H -0.333 1.133 -2.246
H -0.159 -1.355 1.434
H 2.443 -1.192 0.087
H -1.630 -0.853 -0.821
H -2.531 -2.641 1.125
```

Löwdin charges in e: -0.1086, -0.1734, -0.2153, -0.1165, -0.1340, -0.1628, -0.0005, 0.3846, 0.1126, 0.1345, 0.1460, 0.1209, 0.1095, 0.1341, 0.0922, -0.3232

***

The records above yield energy values of -1351.47324 -669.44566 Eh, respectively.